No. 1
Computed, not measured: a 3-piece molecular cluster, C43H73ClF5N2O11P2 overall in a non-equilibrium geometry, with ωB97M-V/def2-TZVPD.

For the LUMO energy, the calculation gives -4.77 eV. The value obtained for the frontier orbital gap is 6.17 eV. For the HOMO energy, the calculation gives -10.942 eV. The total charge is +1. The value obtained for the electronic energy is -115943.9182 eV.

The geometry in XYZ format:
```
137
C43H73ClF5N2O11P2 | the OMol25 dataset | ωB97M-V/def2-TZVPD
Cl -6.59 -6.40 -6.52
P 0.86 3.84 6.27
P 6.42 2.12 -2.06
F -6.55 -2.57 0.91
F 1.00 -1.68 2.57
F 0.05 -3.68 2.06
F -5.06 -4.24 1.16
F 0.63 -2.31 0.33
O 0.91 3.06 -1.80
O 0.94 2.21 6.57
O 2.48 4.17 6.30
O -7.58 1.40 -4.16
O 6.59 2.09 -0.41
O 8.02 2.71 -2.13
O 5.87 3.68 -2.22
O 0.74 3.65 4.76
O -6.71 -6.75 -3.90
O 0.87 4.11 7.97
O 5.00 1.52 -2.09
N -5.40 -1.75 -1.82
N -4.56 0.58 -1.31
C 0.59 3.09 8.93
C 1.53 0.73 4.75
C -5.42 -1.71 -3.28
C -5.16 -3.01 -1.09
C 1.78 -0.12 -1.77
C -4.88 -4.32 -1.92
C 0.27 -4.53 -2.67
C -1.39 -1.75 1.75
C 3.55 4.15 -1.72
C 0.10 -2.30 1.64
C -2.09 -4.98 -1.69
C 0.79 0.70 -0.80
C -2.57 -2.55 1.07
C 1.04 -1.34 -2.56
C -5.16 -2.95 -4.18
C -5.22 -2.99 0.50
C 0.42 1.25 5.66
C 0.08 3.90 -2.69
C 8.28 5.05 -1.50
C -0.51 -5.25 -1.42
C 4.61 3.98 -2.80
C 6.90 0.85 0.21
C 1.70 -3.95 -2.23
C -3.21 0.05 -1.57
C -4.60 -5.75 -1.27
C 8.36 4.01 -2.61
C 8.31 0.39 -0.14
C 2.89 5.48 5.92
C 2.08 -2.53 -2.88
C 1.85 2.32 9.29
C -4.32 -0.80 2.03
C -3.15 0.02 2.69
C -5.64 -0.42 -1.17
C 0.05 1.94 -1.49
C -7.33 -0.04 -4.21
C -5.96 -6.26 -4.79
C -5.72 -0.36 -4.13
C -1.66 -0.44 2.57
C -4.54 -5.55 -4.44
C -4.07 -2.07 1.19
C 2.47 6.52 6.94
C -3.07 -5.74 -0.68
C -4.86 -4.31 -3.50
H -2.80 -0.61 -0.73
H -2.25 -3.48 0.50
H 0.13 -1.74 -2.00
H 2.28 0.63 -2.47
H -7.70 -0.48 -5.21
H -0.85 0.17 3.10
H 6.83 1.00 1.29
H -0.21 2.44 8.59
H -5.11 0.53 -3.77
H -4.12 -5.17 -5.44
H 2.57 -0.63 -1.09
H 9.04 4.85 -0.74
H 4.32 3.22 -3.53
H 3.78 5.03 -1.11
H -5.38 -0.41 2.18
H -2.75 -6.86 -0.68
H -3.35 0.98 3.30
H -7.26 1.79 -5.01
H -3.07 -0.52 -2.55
H 2.57 4.28 -2.16
H 2.26 0.17 5.34
H 0.64 -0.85 -3.53
H -3.82 -6.32 -4.00
H -2.32 -5.19 -2.81
H -2.49 0.95 -1.63
H 3.98 5.47 5.85
H -6.59 0.05 -1.64
H -3.01 -5.40 0.41
H 1.38 6.61 6.97
H -0.20 -4.70 -0.45
H 2.50 5.72 4.93
H 2.88 7.50 6.69
H 9.39 3.97 -2.97
H -0.42 1.65 5.10
H 9.04 1.17 0.07
H 0.32 -5.34 -3.49
H 0.22 3.60 9.83
H -0.26 -6.36 -1.33
H 2.19 -2.69 -4.01
H 6.17 0.10 -0.08
H 7.33 5.05 -0.97
H 8.57 -0.51 0.42
H -5.89 -0.47 -0.05
H 2.49 -4.71 -2.62
H 0.42 4.99 -2.70
H -0.42 -3.68 -3.05
H 1.32 1.03 0.18
H 2.57 2.98 9.80
H -1.00 3.78 -2.30
H 3.10 -2.23 -2.42
H 8.45 6.05 -1.90
H -0.04 -0.02 -0.45
H -2.21 -3.83 -1.58
H -0.84 2.21 -0.80
H 2.80 6.24 7.94
H -5.17 -2.90 -5.33
H -5.37 -6.01 -0.45
H 1.78 -3.99 -1.08
H 3.53 3.30 -1.03
H 2.07 1.54 4.27
H 1.61 1.49 9.96
H 0.03 0.42 6.26
H 1.12 0.07 3.99
H 7.74 4.28 -3.47
H 2.38 1.92 8.42
H -0.44 1.54 -2.46
H -4.63 -6.62 -2.00
H -7.85 -0.60 -3.36
H -4.82 1.40 -1.88
H 4.72 4.92 -3.35
H 8.39 0.16 -1.21
H 0.09 3.39 -3.72
H -5.41 -0.52 -5.23
```

No. 2
Computed, not measured: C29H37F3N7O3S2Ti as an isolated structure, with ωB97M-V/def2-TZVPD.

For the LUMO energy, the calculation gives -9.57 eV. The value obtained for the frontier orbital gap is 5.81 eV. The value obtained for the energy above the lowest of the compared OMol25 structures with the same formula, charge and spin is 0.0 kcal/mol. For the HOMO energy, the calculation gives -15.389 eV. The total charge is +3. The value obtained for the electronic energy is -100163.0607 eV.

The geometry in XYZ format:
```
82
C29H37F3N7O3S2Ti | the OMol25 dataset | ωB97M-V/def2-TZVPD
Ti -0.69 0.10 0.00
S 0.68 1.69 -1.03
S 4.01 -0.16 -1.20
F 0.88 -5.44 -3.68
F 0.12 -6.60 -2.01
F 2.19 -5.95 -2.03
O 0.85 0.29 1.26
O -1.20 -1.04 1.96
O -2.10 1.11 0.92
N 0.36 2.47 -3.68
N -1.03 0.90 -2.88
N 1.26 3.31 -3.50
N -0.09 -1.91 -0.48
N 2.27 -0.56 2.80
N -3.26 1.81 2.72
N -1.41 0.24 -1.79
C 0.97 -1.99 -1.30
C -4.24 -2.06 -1.19
C 1.24 4.11 -5.80
C 0.57 -4.31 -1.67
C 3.27 5.91 -5.09
C 1.33 -3.18 -1.91
C -0.53 -4.23 -0.83
C 1.75 4.16 -4.51
C 2.58 -1.51 3.88
C -2.13 -0.36 2.80
C 4.74 1.48 -1.28
C -3.78 1.63 4.08
C -4.03 -3.00 -2.18
C -2.52 0.93 2.11
C 1.76 4.97 -6.74
C -3.40 -0.95 -1.09
C 0.01 -1.49 2.60
C -2.13 -1.76 -3.00
C 2.77 5.87 -6.39
C -2.34 -0.81 -1.99
C -3.64 3.07 2.06
C 3.34 0.39 2.46
C 5.40 -1.15 -1.78
C -0.82 -3.01 -0.25
C 1.12 -0.53 2.20
C -0.04 1.70 -2.61
C 2.76 5.05 -4.14
C 0.94 -5.61 -2.36
C -2.98 -2.84 -3.09
H 1.69 3.42 -2.57
H -1.15 -5.09 -0.62
H -1.69 -0.15 3.78
H -3.80 0.58 4.36
H 5.10 -2.20 -1.76
H -2.84 -3.56 -3.89
H 4.14 -0.15 1.95
H -3.49 3.89 2.76
H -3.19 2.21 4.78
H 2.37 -1.07 4.85
H 1.54 -1.09 -1.47
H 3.64 -1.75 3.82
H -1.32 -1.62 -3.70
H 6.26 -1.02 -1.13
H -5.08 -2.16 -0.52
H -1.69 -2.90 0.39
H -4.69 3.03 1.78
H 3.16 6.54 -7.14
H 2.03 -2.44 3.75
H 0.45 3.41 -6.06
H 5.67 -0.88 -2.80
H -3.01 -1.00 2.95
H 4.04 6.61 -4.83
H 3.71 0.83 3.38
H 2.19 -3.20 -2.56
H 5.01 1.73 -2.31
H 5.63 1.54 -0.65
H 1.38 4.96 -7.75
H -3.63 -0.15 -0.40
H -4.81 2.00 4.10
H 2.95 1.16 1.80
H -3.03 3.23 1.17
H -4.69 -3.85 -2.27
H 3.13 5.08 -3.12
H 0.23 -2.49 2.23
H -0.14 -1.55 3.68
H 4.01 2.19 -0.92
```